Entry from OMol25: C4H16FN8NiO4 as an isolated structure at a distorted geometry (wB97M-V/def2-TZVPD).

Atoms and positions in Å:
Ni  15.090  18.298  5.932
F  13.956  16.685  5.492
C  13.985  12.724  5.727
O  12.987  12.344  5.109
N  14.591  13.873  5.703
N  14.623  11.908  6.558
H  14.082  14.614  5.242
H  15.529  14.034  6.041
H  14.215  11.012  6.784
H  15.614  12.021  6.716
C  10.580  15.578  6.057
O  9.626  15.026  5.827
N  11.673  14.934  6.098
N  10.815  16.820  6.234
H  11.630  13.928  6.181
H  12.521  15.412  5.830
H  11.694  17.132  5.846
H  10.051  17.448  6.440
C  13.350  15.863  1.809
O  14.489  16.191  1.651
N  12.697  15.749  2.962
N  12.511  15.985  0.826
H  11.779  15.328  2.961
H  12.994  16.249  3.788
H  11.554  15.660  0.807
H  12.884  16.237  -0.078
C  15.527  16.739  8.519
O  15.665  17.363  7.608
N  14.867  15.650  8.448
N  16.098  17.024  9.624
H  14.348  15.730  7.586
H  14.545  15.148  9.263
H  16.619  17.888  9.658
H  16.398  16.221  10.159

Results
* HOMO energy (alpha / beta): -14.72 / -14.69 eV
* M: 317.9 g/mol
* multiplicity: 4
* net charge: +2
* energy: -2508.44874 a.u.



Entry from OMol25: C4H16KO4 as an isolated structure at a distorted geometry (wB97M-V/def2-TZVPD).

Atoms and positions in Å:
K  1.105  -0.187  0.687
C  0.967  2.010  -1.059
O  1.787  1.390  -0.180
H  1.074  3.090  -0.956
H  1.328  1.711  -2.043
H  -0.085  1.747  -0.955
H  2.669  1.726  -0.356
C  0.009  -1.670  -1.705
O  1.186  -0.940  -1.299
H  0.215  -2.549  -2.315
H  -0.520  -2.050  -0.831
H  -0.654  -0.982  -2.229
H  1.636  -0.743  -2.124
C  -1.707  0.606  -0.524
O  -0.794  -0.182  0.246
H  -2.397  0.015  -1.125
H  -2.346  1.227  0.105
H  -1.200  1.229  -1.261
H  -1.338  -0.763  0.782
C  -0.531  -0.690  2.813
O  0.720  -1.116  2.389
H  -0.627  0.395  2.861
H  -1.240  -1.149  2.124
H  -0.584  -1.090  3.826
H  1.326  -1.031  3.129

Results
* HOMO energy: -13.98 eV
* M: 167.3 g/mol
* multiplicity: 1
* net charge: +1
* energy: -1062.39761 a.u.



Entry from OMol25: a 2-piece molecular cluster, C4H16N2O overall at a distorted geometry (wB97M-V/def2-TZVPD).

Atoms and positions in Å:
C  1.260  -1.519  -2.128
C  0.420  -1.133  -0.939
C  -0.550  0.006  -1.018
C  -0.253  1.114  0.012
N  -0.847  0.857  1.390
N  -0.477  -2.626  -0.462
H  1.686  -0.691  -2.699
H  0.572  -2.063  -2.788
H  2.138  -2.134  -1.964
H  1.110  -1.341  -0.119
H  -0.264  0.474  -1.965
H  -1.617  -0.193  -1.088
H  -0.744  2.040  -0.277
H  0.815  1.266  0.138
H  -1.849  1.003  1.479
H  -0.372  1.559  2.017
H  -0.595  -0.055  1.751
H  -0.693  -2.875  0.505
H  -1.381  -2.974  -0.815
H  0.223  -3.283  -0.813
H  -0.022  3.075  3.153
H  0.832  3.823  2.103
O  0.564  2.948  2.410

Results
* HOMO energy: -19.32 eV
* M: 108.2 g/mol
* multiplicity: 1
* net charge: +2
* energy: -346.10201 a.u.



Ordered ΔE to the lowest compared entry with this formula, charge and spin results: 65.64, 178.47, 32.17; unit kcal/mol.